1.
10
Properties=species:S:1:pos:R:3:lowdin_charge:R:1 method="wB97M-V/def2-TZVPD" gap_ev="6.3 / 6.8" spin_multiplicity=3 s_squared=2.019 homo_energy_ev="-5.8 / -9.3" de_lowest_ev=1.657 e_tot_ha=-930.1505
S 3.72341 -0.27951 0.08660 0.394
H -2.06996 -1.52665 -0.60885 0.061
H 3.16518 -1.53514 0.05673 -0.241
H 2.88857 0.15033 -0.95126 -0.187
C -1.28455 -0.87742 -0.28095 -0.693
C -1.73605 1.41471 0.47195 -0.039
H -1.89103 1.47477 1.52441 0.051
N -1.50939 0.36432 -0.22246 -0.137
H -1.53644 2.30093 -0.25070 0.099
S 0.25025 -1.48634 0.17455 0.692

2.
25
Properties=species:S:1:pos:R:3:lowdin_charge:R:1 method="wB97M-V/def2-TZVPD" gap_ev=9.7 homo_energy_ev=-8.8 de_lowest_ev=4.268 e_tot_ha=-803.7805
C -0.98743 0.66794 -1.51458 -0.227
H -0.81355 1.27980 0.67932 0.146
C 3.94614 -1.11552 0.12733 -0.213
O 1.76911 1.46752 1.54599 -0.475
H 4.87126 -1.32331 -0.27350 0.048
H -2.76543 0.86500 2.39975 0.070
H 2.38930 1.06068 -1.45083 0.114
H -0.90556 1.67168 -2.08055 0.141
H 0.22660 -0.86170 -0.76856 0.101
C -1.58202 0.83238 -0.11219 -0.130
H -4.14405 1.64834 1.59356 0.063
N 3.63593 0.27757 0.30374 -0.290
C 1.39200 0.87756 -0.93369 -0.347
H 3.83737 -1.75479 1.03867 0.089
H 4.09196 0.69719 1.15544 0.100
H 3.20254 -1.46334 -0.55203 0.054
C -2.81178 0.69593 0.21987 -0.209
H -1.71192 0.02878 -2.06272 0.113
H 0.67742 -0.28172 -2.58025 0.140
C -3.41777 0.87013 1.54427 -0.116
H -3.65266 0.55058 -0.42855 0.107
C 0.36013 -0.03209 -1.49884 -0.293
S 1.91493 0.34118 0.73808 0.866
H 0.94152 1.80846 -0.81319 0.058
H -4.06931 -0.01699 1.77987 0.090

3.
70
Properties=species:S:1:pos:R:3:lowdin_charge:R:1 method="wB97M-V/def2-TZVPD" gap_ev="4.4 / 6.5" spin_multiplicity=3 charge=-2 s_squared=2.026 homo_energy_ev="0.1 / -1.9" de_lowest_ev=0.000 e_tot_ha=-4599.2324
S 1.87314 1.73969 -1.43234 0.732
H -0.88742 -2.54993 0.92136 0.076
N -0.46222 -1.67084 1.19102 -0.031
H -4.24552 -2.11181 -4.73708 0.093
H -1.01405 4.00906 -2.70641 0.073
H -2.51672 3.09970 -2.42703 0.083
C -3.80571 -0.13373 -5.42293 -0.134
C -1.29061 2.32661 -4.04346 -0.378
H -2.89400 0.06034 2.84596 0.116
H 0.65550 1.40121 -3.81385 0.002
H 0.89529 -0.94451 -3.29795 0.056
S 1.75789 -1.84287 -0.88775 0.543
H -3.17600 -1.07689 1.54183 0.107
C -1.31878 -3.25795 -2.84324 -0.072
H 4.64169 4.51932 -0.36215 0.077
Cl 3.90969 2.04428 2.73251 -0.076
O -1.08824 0.99836 0.53019 -0.245
H 0.50703 -1.86442 1.42355 0.018
C -2.64259 -2.49797 -2.71603 -0.381
C 2.60852 -1.67954 -2.40579 -0.740
H -0.97870 2.43874 -1.89336 0.020
H -3.15068 1.86580 -5.80706 0.094
H -1.39115 -4.23759 -2.35790 0.070
C 3.71770 -1.42239 -4.96140 -0.161
H -3.42589 -3.15121 -3.11997 0.110
C -2.44622 -0.37003 1.94701 -0.104
Ti 0.01994 0.01667 -0.85146 0.467
C 2.41583 -1.08793 -4.74899 -0.137
O -3.29716 1.37074 0.56141 0.038
Cl 0.85609 2.32556 3.87771 -0.096
H -3.24150 -3.19598 -0.75471 0.075
C -2.30451 0.76655 0.92964 -0.618
C -3.62889 -1.22867 -4.59268 -0.084
Cl 2.45972 -0.54338 4.22256 -0.080
N 0.58538 3.19472 0.40365 0.113
C 4.00331 3.71260 -0.72061 -0.146
C -3.02015 0.98299 -5.18678 -0.082
C -2.69519 -1.24085 -3.56514 -0.152
C -1.45924 3.00939 -2.68385 -0.066
H 4.12426 -1.30814 -5.95958 0.079
H 3.97624 3.73414 -1.80878 0.066
C 1.68471 3.01466 -0.34290 -0.838
H 2.62563 4.46151 0.66783 0.121
H -0.47530 -0.30226 2.75076 0.042
H 4.48641 -2.35517 -1.75966 0.081
C -2.06753 1.02820 -4.17757 -0.147
C 3.91723 -2.00848 -2.61136 -0.163
N 2.67149 3.92672 -0.18484 -0.068
H -3.87289 -1.58628 -1.16640 0.088
C -3.00890 -2.24746 -1.25266 -0.071
H -2.18150 -1.77880 -0.72692 0.029
H 4.41294 2.75452 -0.39777 0.062
C -1.14485 -1.05492 2.33230 -0.272
H 0.73181 3.08664 -4.30803 0.069
H 0.25650 1.84209 -5.48195 0.072
H -4.54362 -0.14365 -6.21667 0.076
H -1.73102 3.00512 -4.78434 0.109
C 0.17776 2.15213 -4.43607 -0.092
H -0.50467 -2.71063 -2.36977 0.014
N -0.88582 -0.12140 -2.37047 -0.132
N 1.85918 -1.21624 -3.48322 0.004
Si 2.02352 0.88570 2.61046 -0.361
H -0.13475 2.47138 0.40538 0.037
H 0.66520 3.69713 1.27604 0.073
H -1.33238 -1.78274 3.13163 0.109
C 4.51847 -1.89585 -3.90094 -0.150
H 5.55808 -2.15128 -4.05417 0.059
C -1.85287 -0.10773 -3.33323 -0.250
H 1.75971 -0.70578 -5.51672 0.095
H -1.06481 -3.41622 -3.89411 0.079

4.
23
Properties=species:S:1:pos:R:3:lowdin_charge:R:1 method="wB97M-V/def2-TZVPD" gap_ev="7.5 / 7.6" spin_multiplicity=6 charge=-1 s_squared=8.764 homo_energy_ev="-4.6 / -4.7" de_lowest_ev=0.000 e_tot_ha=-6193.2520
H 3.06730 -0.88054 0.52575 0.066
H -2.24793 -1.87140 1.66126 0.091
C -1.93196 0.27051 -0.90162 -0.207
H 1.84325 -0.86820 -1.86565 0.097
C 1.33720 1.93680 -0.09381 -0.254
H 0.83653 2.87244 0.15229 0.082
C -1.33077 -1.88014 -0.39322 -0.251
H -0.73819 -0.96551 -2.34136 0.108
Br 1.00719 -2.32159 2.34258 -0.189
Br -0.75707 1.88505 2.82960 -0.193
H -2.01468 1.23584 -1.41522 0.103
C 2.20836 1.19135 0.76226 -0.299
H -0.82895 -2.85570 -0.43566 0.096
C -1.24414 -0.86581 -1.36398 -0.219
H 0.51619 1.47831 -2.12395 0.098
Sm -0.01176 -0.10403 1.07144 0.995
H 2.43582 1.42896 1.80295 0.085
C 2.51092 -0.04927 0.10690 -0.265
C 1.82832 -0.04889 -1.14198 -0.207
C -2.49622 -0.03990 0.36869 -0.279
C -2.12400 -1.38465 0.68678 -0.311
C 1.12672 1.16872 -1.26775 -0.218
H -2.99212 0.66766 1.03369 0.071

5.
82
Properties=species:S:1:pos:R:3:lowdin_charge:R:1 method="wB97M-V/def2-TZVPD" gap_ev="6.5 / 6.2" spin_multiplicity=6 charge=+2 s_squared=8.782 homo_energy_ev="-13.1 / -14.4" e_tot_ha=-3551.1857
C -0.13852 3.08125 2.03399 -0.403
H 0.35710 -3.45138 -5.45212 0.127
C 2.33601 3.06487 1.83313 -0.030
H 2.52592 -3.26680 -4.29128 0.129
C 1.20670 5.21849 1.55513 -0.071
H 2.63136 -2.50167 -1.97260 0.107
C 0.48711 -2.26940 -1.77529 -0.366
H 3.15667 -0.03631 3.23732 0.108
C -0.39775 -0.66619 4.38979 -0.087
C 1.20697 2.39228 2.13507 -0.388
H -0.82192 2.77276 2.82909 0.152
H 3.28900 2.55049 1.81767 0.123
H 1.32011 2.24438 4.80161 0.111
H -2.13858 2.88501 -4.74106 0.122
S -0.80945 4.20911 0.05628 1.114
C 0.27250 1.19579 6.34670 -0.050
O 2.23564 0.99222 -0.84520 -0.199
C -2.93983 -2.51277 1.94111 -0.064
O 3.42590 -0.37371 -5.03873 0.154
H -0.67287 -1.38508 3.62784 0.082
C 0.71070 1.38166 5.04569 -0.080
C -2.65185 2.43026 -3.90448 -0.011
H 3.62594 -0.03187 -4.13974 0.077
N -0.69303 1.04211 -3.46036 -0.057
C -0.81641 -2.49367 0.80597 -0.394
Cl -1.08190 0.27977 -5.96029 0.898
H -2.01253 -0.73895 1.16001 0.080
H 1.62483 -2.09488 2.72312 0.101
C 2.14703 -0.27378 -5.36897 -0.505
C -0.78817 -2.81638 -3.74965 -0.055
H -5.57451 2.56415 -2.19853 0.119
H 3.28429 4.97872 1.40564 0.127
H 3.20475 0.22867 1.48130 0.080
H -1.41225 -1.71891 5.95469 0.117
H -3.60729 -4.42943 2.62521 0.120
H -3.81038 -1.98842 2.31208 0.116
C -0.82015 -0.85097 5.69766 -0.051
C -2.03656 1.43811 -3.16085 -0.218
C 1.61013 -3.02096 -3.77023 -0.048
H -1.66675 -2.18966 -1.90236 0.100
C -4.57452 2.24931 -2.46374 -0.050
H 3.31827 -2.23172 2.33467 0.127
C -0.56333 2.67273 0.64854 -0.508
H -0.81550 5.21252 2.33845 0.130
C -0.14458 0.55697 -4.59324 -0.567
N 0.23940 1.15200 -2.50362 0.025
H -0.82187 -0.06496 7.69056 0.120
O 3.66707 0.38836 -2.44195 0.130
P 0.46649 -1.61690 -0.09257 0.977
H 0.13633 -4.41555 0.56187 0.118
Ru 0.28311 0.92138 -0.25536 1.256
C 1.21719 0.34473 -4.36554 -0.028
C -0.13551 4.60381 1.74910 -0.388
C 2.10254 -2.06383 0.60214 -0.315
C -2.82430 -3.88391 2.11570 -0.043
H -1.74180 -2.91779 -4.25087 0.119
C -2.66785 0.84177 -2.07827 -0.051
C -0.48791 0.07941 6.67194 -0.044
C 2.40322 -1.70648 2.05899 -0.265
C 0.38997 -3.12700 -4.42079 -0.040
H -4.42979 3.59660 -4.12730 0.122
C 2.33228 4.49255 1.57028 -0.029
C 0.37550 0.44749 4.06374 -0.361
O 1.71304 -0.69331 -6.40382 0.114
H 1.24100 6.28542 1.37373 0.128
H -1.63407 -5.63667 1.76070 0.121
C 2.62529 -0.20515 2.29933 -0.307
C -3.93352 2.82756 -3.55150 -0.038
H -2.18656 0.02339 -1.55021 0.069
C 1.66565 -2.58452 -2.45301 -0.075
C -1.71293 -4.56592 1.63085 -0.042
C -0.74190 -2.39115 -2.43283 -0.097
C 2.55158 0.69234 -2.09029 -0.527
C -3.94228 1.25852 -1.72408 -0.058
P 1.00463 0.61718 2.38184 1.015
C 1.38980 0.73229 -3.03361 -0.140
H 0.53178 1.91774 7.10918 0.118
H 2.18153 -3.14653 0.46762 0.102
H -4.45136 0.79186 -0.89138 0.113
C -1.93285 -1.81470 1.28831 -0.135
H 2.85132 -1.60180 -0.04604 0.083
C -0.71244 -3.87695 0.96811 -0.064